[1]
Entry from OMol25: C32H38BaFN6O5S5 as an isolated structure at a distorted geometry (the ωB97M-V functional and the def2-TZVPD basis).

Geometry as XYZ:
```
88
Properties=species:S:1:pos:R:3:forces:R:3
Ba 0.9214 -2.1134 -1.3764 5.54 0.78 -0.10
C 3.6360 -4.5227 0.8917 0.12 0.31 -0.09
C 3.0849 -5.5475 -0.1050 -0.25 0.04 -0.19
S 2.0448 -5.0117 -1.5150 0.69 -0.35 0.01
C 3.2218 -5.1037 -2.9202 -0.26 -0.08 0.09
C 3.3856 -3.8510 -3.7750 0.06 0.20 0.19
S 3.8017 -2.2806 -2.9649 0.35 -0.25 -0.15
C 5.4254 -2.5813 -2.1896 -0.39 0.05 -0.12
C 5.4522 -3.4287 -0.9230 -0.23 0.19 0.37
S 4.1799 -2.9051 0.2804 0.27 -0.36 -0.37
H 4.4827 -4.9777 1.4093 -0.08 -0.08 0.07
H 2.8822 -4.2645 1.6309 -0.02 -0.04 0.05
H 2.4309 -6.2204 0.4502 0.11 -0.08 0.05
H 3.8782 -6.1594 -0.5332 0.00 -0.02 0.01
H 2.8365 -5.8903 -3.5705 0.12 -0.02 -0.05
H 4.1786 -5.4399 -2.5294 -0.01 -0.04 0.00
H 2.4412 -3.6170 -4.2660 0.04 -0.04 -0.12
H 4.1401 -4.0481 -4.5386 -0.07 -0.05 -0.08
H 5.7697 -1.5722 -1.9602 0.09 -0.01 -0.05
H 6.0858 -3.0028 -2.9487 0.08 0.05 0.02
H 6.4345 -3.3378 -0.4573 0.06 -0.06 -0.09
H 5.2791 -4.4789 -1.1374 0.06 -0.01 -0.06
F -0.9320 4.4145 -0.4322 -0.06 0.04 0.05
C -0.5658 3.6067 0.5945 -0.02 -0.05 -0.04
C 0.0177 2.4119 0.2820 0.03 0.06 -0.09
C 0.3763 1.5048 1.2743 -0.02 0.16 0.00
C 0.9292 0.1953 0.8955 0.10 0.10 0.53
O 1.2832 -0.0311 -0.2661 0.24 1.73 0.94
C 1.0164 -0.7339 1.9975 0.04 -0.31 -0.27
C 0.8299 -0.3000 3.2652 -0.04 0.10 -0.08
N 0.4930 0.9725 3.6113 0.11 -0.18 0.03
C 0.3912 1.3209 5.0051 -0.13 0.01 0.01
C 1.3219 2.3624 5.5578 0.06 0.09 0.02
C 1.5090 0.9190 5.9140 0.03 -0.07 0.07
C 0.1611 1.8646 2.6114 -0.06 0.08 -0.17
C -0.4055 3.1086 2.9117 -0.03 0.05 0.08
C -0.8140 3.9923 1.9209 0.13 -0.21 0.02
N -1.4060 5.2246 2.2868 0.02 0.19 -0.02
C -2.3090 5.2901 3.4225 -0.03 0.04 -0.08
C -1.9166 6.5195 4.2520 -0.18 -0.37 0.16
N -1.3782 7.5469 3.2978 0.06 0.05 -0.04
C -2.1470 7.5223 2.0151 -0.12 -0.08 -0.32
C -1.7672 6.2249 1.2838 0.07 -0.09 0.04
C 1.3101 -2.2244 1.8314 0.17 0.07 0.73
O 1.5424 -2.8686 2.8535 -0.07 0.05 -0.18
O 1.2887 -2.6609 0.6384 0.19 -1.14 4.70
H 0.1725 2.1531 -0.7584 -0.02 -0.05 0.02
H 0.9488 -1.0133 4.0703 0.06 0.04 0.03
H -0.6196 1.2776 5.3979 0.02 0.02 0.03
H 0.9422 3.0354 6.3151 -0.03 -0.03 0.01
H 2.0346 2.8074 4.8761 -0.01 -0.06 -0.04
H 1.2522 0.5938 6.9116 -0.05 0.01 -0.02
H 2.3478 0.3926 5.4802 -0.01 0.05 -0.06
H -0.5139 3.3744 3.9525 -0.03 0.03 0.00
H -2.2497 4.3995 4.0368 0.03 -0.02 0.02
H -3.3503 5.3714 3.0880 -0.01 -0.02 0.01
H -1.1293 6.2844 4.9655 0.05 0.07 -0.03
H -2.7674 6.9412 4.7845 0.03 0.11 -0.06
H -0.4184 7.2780 3.0700 0.04 0.05 0.07
H -1.3644 8.4734 3.7201 0.00 0.03 0.01
H -1.8931 8.3924 1.4146 0.06 0.04 0.09
H -3.2052 7.5761 2.2608 0.02 0.00 0.11
H -0.9094 6.4109 0.6434 0.00 0.00 -0.04
H -2.6009 5.9148 0.6454 -0.01 0.06 0.02
N -5.4749 -3.7810 -6.5640 0.06 -0.05 -0.02
C -4.3851 -3.3572 -5.8474 0.09 0.02 0.04
C -4.0658 -3.9625 -4.6227 -0.01 0.03 -0.03
C -2.9593 -3.5548 -3.9110 -0.03 -0.08 -0.06
C -2.1493 -2.5427 -4.4146 0.12 0.14 0.28
C -2.4458 -1.9354 -5.6244 0.14 0.07 -0.02
C -3.5529 -2.3436 -6.3396 -0.07 -0.02 -0.04
S -0.7978 -2.0071 -3.4228 -1.76 -0.13 -1.87
O -0.3448 -0.6981 -3.8276 -0.21 0.12 -0.32
O 0.2621 -3.0087 -3.4502 -1.01 -1.28 -2.28
N -1.2873 -2.0254 -1.9048 -3.16 -0.27 -1.50
C -1.9255 -0.9412 -1.4201 -1.15 0.96 -0.31
S -2.9975 0.0739 -2.4088 0.09 -0.01 0.45
C -3.3125 1.0455 -1.0163 -0.03 -0.03 -0.24
C -2.6239 0.5665 0.0415 -0.04 -0.11 0.08
N -1.8471 -0.5429 -0.1824 0.18 -0.25 0.11
H -6.1522 -4.3609 -6.1043 -0.06 0.01 -0.01
H -5.8138 -3.2117 -7.3174 -0.03 0.02 0.00
H -4.7044 -4.7472 -4.2358 0.02 -0.01 0.01
H -2.7152 -4.0121 -2.9609 -0.05 0.01 0.01
H -1.8066 -1.1440 -5.9952 -0.04 0.02 0.01
H -3.7881 -1.8755 -7.2876 0.01 0.01 0.00
H -3.9692 1.8981 -1.0775 0.02 -0.01 0.09
H -2.6417 0.9769 1.0426 -0.04 0.06 -0.03
```
Forces are in eV/Å.

**2S+1**: 1
**HOMO-LUMO gap**: 6.07 eV
**E_tot**: -110560.1343 eV
**Charge**: +1
**Molecular weight**: 903.4 g mol⁻¹
**Lowest unoccupied orbital energy**: -3.19 eV


[2]
Entry from OMol25: one molecule with the formula C2H3NO2 at a distorted geometry (the ωB97M-V functional and the def2-TZVPD basis).

Geometry as XYZ:
```
8
Properties=species:S:1:pos:R:3:forces:R:3
C 0.0060 1.2020 0.2751 -0.66 -0.36 -0.98
N -0.2880 1.0584 -0.9568 0.46 0.98 0.48
O -0.1441 -0.2879 -1.2627 0.09 -0.95 0.97
C 0.0551 -0.9937 0.0114 0.04 0.00 -1.02
O 0.2318 0.0588 0.9527 0.58 -0.42 0.40
H 0.0431 2.1428 0.8043 -0.04 -0.14 -0.06
H 0.9884 -1.6463 -0.0816 -1.38 0.81 0.30
H -0.8925 -1.5341 0.2577 0.89 0.08 -0.10
```
Forces are in eV/Å.

**2S+1**: 1
**HOMO-LUMO gap**: 10.09 eV
**E_tot**: -7705.2417 eV
**SMILES string**: C1=NOCO1
**Molecular weight**: 73.1 g mol⁻¹
**Lowest unoccupied orbital energy**: 0.90 eV


[3]
Entry from OMol25: C27H41N4Zr as an isolated structure at a distorted geometry (the ωB97M-V functional and the def2-TZVPD basis).

Geometry as XYZ:
```
73
Properties=species:S:1:pos:R:3:forces:R:3
C 0.4414 1.8961 2.2245 -0.80 0.70 -0.70
C -0.9815 1.7535 2.0949 0.56 0.89 -0.29
C -1.3904 2.4551 0.9149 0.86 0.29 0.61
C -0.2275 3.0079 0.2857 0.00 0.22 1.71
C 0.9216 2.6564 1.0987 -1.22 0.99 0.41
Zr 0.1414 0.6882 0.1120 1.80 -1.42 -2.08
C 0.5707 -0.4367 -3.0657 2.48 -1.06 -0.69
C 1.4702 -0.2056 -1.8438 -0.49 -0.46 0.32
H 2.1842 -1.0363 -1.6926 -0.50 0.45 0.15
C 1.8218 1.0756 -1.3687 0.72 1.06 0.73
H 1.6572 1.9872 -1.9686 -0.02 -0.41 0.32
H 2.7125 1.1677 -0.7333 0.07 -0.11 -0.44
C 0.9956 -1.7436 -3.7672 0.56 -0.08 0.10
H 0.9345 -2.5950 -3.0905 -0.20 -0.09 0.17
H 0.3986 -1.9840 -4.6472 0.09 0.18 -0.02
H 2.0458 -1.7064 -4.0573 -0.04 0.23 -0.17
C 0.6177 0.7170 -4.1189 -0.35 -0.47 0.43
H 0.3286 1.6398 -3.6191 0.12 0.20 -0.18
H 1.6295 0.7908 -4.5339 -0.24 0.03 0.12
H -0.1095 0.5202 -4.9190 0.26 0.05 0.11
C -1.9269 1.2840 3.1476 -0.38 -0.57 0.17
H -1.4095 0.8909 4.0285 -0.04 0.12 -0.13
H -2.6046 2.0802 3.4933 0.31 -0.12 -0.16
H -2.5611 0.4739 2.7684 -0.06 0.13 0.13
C -2.8100 2.7765 0.6106 -0.66 -0.11 -0.40
H -3.3363 1.9247 0.1592 -0.07 0.24 0.26
H -3.3714 3.0736 1.5083 0.29 -0.13 -0.14
H -2.8852 3.6103 -0.0958 0.04 -0.13 0.08
C -0.2289 3.9057 -0.9046 0.01 0.15 -0.43
H -0.6118 3.4071 -1.8130 0.18 0.23 0.29
H -0.8588 4.7876 -0.7158 0.14 -0.22 -0.05
H 0.7834 4.2700 -1.1106 -0.24 -0.09 -0.06
C 2.2784 3.2544 0.9970 0.39 0.11 -0.05
H 2.5153 3.5305 -0.0347 0.11 -0.13 0.19
H 2.3566 4.1669 1.6072 -0.08 -0.22 -0.12
H 3.0346 2.5547 1.3696 0.04 0.17 -0.19
C 1.2328 1.5822 3.4478 0.44 -0.31 0.41
H 2.2811 1.3612 3.2060 -0.19 0.01 0.12
H 1.2528 2.4391 4.1424 -0.09 -0.20 -0.30
H 0.8244 0.7313 4.0147 0.14 0.21 -0.20
C -1.2534 0.5068 -1.6827 0.56 1.65 -3.01
C -0.7862 -0.5472 -2.6150 -2.39 0.42 -1.94
C -2.4830 1.0680 -2.0780 -0.43 0.86 0.24
C -1.7634 -1.3129 -3.3603 -0.81 0.70 0.36
H -1.0518 -0.3573 -1.1493 -0.62 -3.24 2.99
C -3.3067 0.4914 -2.9817 -1.44 1.73 -0.20
H -2.5653 2.1116 -1.7851 -0.92 -0.36 0.28
C -3.0150 -0.7343 -3.5653 1.03 -1.54 0.73
H -1.5536 -2.2760 -3.8206 0.30 0.43 -0.05
H -4.2483 1.0116 -3.2451 0.77 -0.31 -0.01
H -3.7752 -1.2189 -4.1630 0.16 -0.13 -0.13
C 0.3340 -2.6612 0.0267 0.47 -1.43 0.28
N 0.4105 -1.4782 0.9305 -0.08 -0.40 0.67
C 1.7967 -1.4817 1.5427 0.16 -0.59 0.52
N 2.0930 -2.7131 2.2948 -0.66 0.22 -0.42
C 1.9821 -3.8571 1.3559 -0.20 0.47 -0.03
N 0.6339 -3.9277 0.7492 -0.09 0.38 0.19
C -0.3357 -4.1222 1.8486 0.22 0.61 -0.08
N -0.2957 -2.9697 2.7773 0.24 0.18 -0.21
C -0.5842 -1.7279 2.0377 0.34 -0.87 0.77
C 1.0653 -2.8978 3.3495 0.00 0.19 -0.34
H 1.0598 -2.5903 -0.7896 -0.18 0.31 0.29
H -0.6700 -2.7476 -0.4047 0.08 0.16 0.14
H 1.8920 -0.6285 2.2224 -0.15 -0.07 -0.02
H 2.5452 -1.3704 0.7515 -0.22 -0.02 -0.09
H 2.1720 -4.7793 1.9265 -0.01 0.26 -0.37
H 2.7334 -3.7199 0.5648 -0.18 -0.20 0.21
H -1.3479 -4.1865 1.4226 0.28 -0.21 0.19
H -0.0567 -5.0291 2.4177 -0.35 0.36 -0.40
H -0.5520 -0.8931 2.7500 0.04 -0.15 -0.28
H -1.5963 -1.8123 1.6195 0.29 0.16 -0.10
H 1.2813 -3.8462 3.8628 -0.09 0.38 -0.03
H 1.1238 -2.0556 4.0583 -0.02 -0.32 -0.19
```
Forces are in eV/Å.

**2S+1**: 1
**HOMO-LUMO gap**: 5.36 eV
**E_tot**: -35894.8315 eV
**Charge**: +1
**Molecular weight**: 512.9 g mol⁻¹
**Lowest unoccupied orbital energy**: -3.89 eV


[4]
Entry from OMol25: C23H18N5O3S3Tc as an isolated structure (the ωB97M-V functional and the def2-TZVPD basis).

Geometry as XYZ:
```
53
Properties=species:S:1:pos:R:3:forces:R:3
Tc -0.4803 0.0940 -0.2052 -0.09 0.23 0.21
O 2.9659 -2.8433 2.3363 -0.14 0.08 0.03
C 1.9245 -2.7705 3.1839 0.19 -0.01 -0.04
C 1.8719 -3.7243 4.2000 -0.03 -0.02 0.06
C 0.8518 -3.7035 5.1249 0.00 -0.03 0.03
C -0.1568 -2.7384 5.0649 0.06 -0.01 -0.02
C -0.1264 -1.8137 4.0497 -0.02 -0.02 -0.03
C 0.9036 -1.8113 3.0953 -0.36 0.21 0.14
C 0.8293 -0.8505 2.0019 0.04 -0.13 0.02
O -0.3173 -0.2216 1.7604 0.29 0.02 -0.20
N 1.8758 -0.6514 1.2467 -0.13 0.20 -0.30
N 1.5085 0.2087 0.2072 0.03 -0.22 0.10
C 2.3542 1.0793 -0.2114 0.19 0.07 0.02
C 1.9909 2.1883 -1.0512 0.19 -0.11 -0.01
C 3.0066 2.9045 -1.7104 0.02 -0.04 0.00
C 2.7142 4.0209 -2.4533 -0.08 0.01 0.02
C 1.3877 4.4668 -2.5101 0.01 0.03 -0.02
C 0.3805 3.8060 -1.8405 0.03 0.08 -0.07
C 0.6600 2.6501 -1.1060 -0.34 -0.15 0.15
O -0.3392 2.0523 -0.4555 0.12 0.03 0.10
H 2.9156 -2.0919 1.7168 0.04 -0.03 -0.01
H 2.6592 -4.4645 4.2412 -0.01 0.00 0.01
H 0.8374 -4.4468 5.9117 0.00 0.00 -0.01
H -0.9465 -2.7208 5.8024 0.00 -0.01 0.00
H -0.8997 -1.0609 3.9712 0.01 0.00 -0.01
H 3.3745 0.9778 0.1537 0.00 0.06 -0.01
H 4.0296 2.5561 -1.6236 -0.01 0.00 0.00
H 3.4962 4.5608 -2.9677 0.00 0.00 0.00
H 1.1480 5.3557 -3.0796 0.01 0.00 0.00
H -0.6407 4.1628 -1.8596 0.01 0.01 -0.01
C 1.4487 -0.4148 -3.2825 -0.04 0.04 0.02
C 0.0158 -0.0101 -3.3633 0.05 -0.01 0.07
N -0.7872 0.1474 -2.3394 -0.13 0.02 0.01
C -2.0864 0.4566 -2.7216 0.06 -0.01 0.22
C -2.2478 0.5680 -4.0568 -0.05 0.05 -0.10
S -0.7645 0.2711 -4.8484 -0.04 -0.07 -0.17
C -3.0754 0.5428 -1.6461 0.26 -0.03 0.04
C -4.4018 0.7903 -1.6953 -0.09 0.01 -0.05
S -5.0623 0.7050 -0.1225 -0.19 0.04 0.01
C -3.5452 0.3487 0.5467 0.15 -0.05 -0.03
N -2.6012 0.2947 -0.3677 -0.04 0.02 -0.03
C -3.3290 0.1257 2.0036 -0.02 0.03 -0.04
H 1.6466 -0.8908 -2.3239 -0.01 -0.01 0.00
H 2.0976 0.4548 -3.3916 0.01 0.01 0.01
H 1.6856 -1.1236 -4.0744 0.01 0.02 0.00
H -3.1508 0.7815 -4.6043 0.02 0.01 0.00
H -5.0135 0.9983 -2.5572 0.00 0.01 0.01
H -4.2746 0.1238 2.5405 -0.01 0.00 -0.01
H -2.6921 0.9119 2.4103 0.00 0.00 0.00
H -2.8202 -0.8245 2.1608 -0.01 -0.02 -0.01
S -0.0453 -4.5673 -0.4894 0.01 -0.11 -0.01
C -0.2934 -3.0182 -0.4146 -0.02 0.21 0.01
N -0.4827 -1.8422 -0.3569 0.03 -0.41 -0.11
```
Forces are in eV/Å.

**2S+1**: 4
**HOMO-LUMO gap (spin up / spin down)**: 7.49 / 5.89 eV
**E_tot**: -72436.8491 eV
**Charge**: +1
**Molecular weight**: 606.6 g mol⁻¹
**Lowest unoccupied orbital energy (spin up / spin down)**: -3.21 / -4.80 eV


[5]
Entry from OMol25: C18H34Cl4N2O16S4 as an isolated structure at a distorted geometry (the ωB97M-V functional and the def2-TZVPD basis).

Geometry as XYZ:
```
78
Properties=species:S:1:pos:R:3:forces:R:3
C -0.4358 0.1012 4.9667 -0.65 1.34 0.57
C 0.9866 -0.1157 5.4776 0.37 -0.58 -0.51
O 1.1012 -1.5552 5.6026 0.80 0.29 0.03
S -0.3236 -2.2051 5.4495 0.24 -0.97 0.64
O -0.9678 -2.0998 6.7190 -0.23 -0.05 -0.44
O -0.2124 -3.4225 4.7499 -0.02 -0.55 0.10
O -0.8484 -1.1471 4.4340 -0.69 0.53 -0.30
H -0.4855 0.8479 4.1982 0.04 0.19 -0.57
H -1.1310 0.4246 5.7621 0.34 -0.34 -0.19
H 1.1674 0.3201 6.4443 0.04 0.30 0.29
H 1.7461 0.1957 4.7463 -0.22 -0.10 0.29
C -2.2034 -3.3819 -1.7342 -1.60 -0.17 -0.25
C -3.5207 -4.2106 -1.6255 0.79 -0.51 -1.81
O -4.1044 -3.8503 -0.4332 -0.65 1.25 2.32
S -2.9683 -3.5358 0.6482 0.78 0.31 0.85
O -2.5902 -4.6880 1.3907 -0.69 -0.03 -0.03
O -3.2276 -2.3058 1.3189 -0.51 -0.46 -0.27
O -1.8183 -3.3035 -0.3910 1.32 0.13 0.51
H -2.4274 -2.3671 -2.0479 0.14 0.05 -0.50
H -1.4194 -3.8526 -2.3201 -0.03 0.05 0.03
H -3.3105 -5.2755 -1.5148 0.11 -0.15 -0.77
H -4.2618 -3.9627 -2.3953 0.45 -0.39 -0.05
C 0.6016 -3.8926 -5.7943 -1.10 1.85 -1.30
C -0.4054 -2.6507 -5.6614 0.56 -0.68 0.79
O -0.2135 -2.3349 -4.2482 -0.08 -0.15 -0.03
S 1.3264 -2.4666 -3.8665 -1.04 0.58 1.19
O 1.3847 -3.2349 -2.6630 0.12 -0.12 -0.55
O 1.9701 -1.1934 -3.8609 0.06 -0.62 -0.63
O 1.6997 -3.2886 -5.1511 2.02 -0.27 0.51
H 0.9628 -4.1247 -6.8116 -0.46 0.26 0.41
H 0.2868 -4.8096 -5.3094 -0.26 0.06 0.31
H -1.4748 -2.8170 -5.7744 0.19 -0.18 -0.17
H -0.0763 -1.7235 -6.1532 -0.06 -0.74 -0.63
C -2.7855 3.4770 0.2136 0.38 -1.05 -0.45
C -1.6720 2.9685 -0.7721 0.47 0.69 0.55
O -1.3648 4.1150 -1.6104 0.16 -0.21 -0.99
S -2.2158 5.3742 -1.2132 0.69 -1.38 1.31
O -2.6143 6.0844 -2.3749 -0.09 -0.10 0.79
O -1.4947 5.9170 -0.0995 -0.39 1.20 -0.49
O -3.3994 4.5011 -0.5686 -0.50 1.31 -0.32
H -2.3913 3.8143 1.1892 -0.20 0.11 -0.64
H -3.5848 2.7415 0.3541 0.41 0.03 0.09
H -2.0074 2.2216 -1.4758 -0.08 -0.42 0.24
H -0.7062 2.7108 -0.3034 -0.77 -0.26 0.01
C -3.6691 0.2415 -4.1027 0.10 -0.83 -0.64
Cl -4.5158 -1.2549 -3.6565 -0.22 0.12 0.00
Cl -2.8204 0.0089 -5.6617 -0.04 0.19 0.33
H -4.3760 1.0356 -4.2468 -0.27 0.21 0.09
H -2.9563 0.4095 -3.3243 0.53 0.30 0.23
C 5.6103 -1.0824 3.0479 -0.14 0.41 0.11
Cl 4.6814 0.4412 2.9835 -0.09 -0.12 0.02
Cl 4.6350 -2.5170 2.9033 -0.46 -0.32 -0.11
H 6.2868 -1.0464 2.2124 0.35 -0.04 -0.01
H 6.0825 -1.1149 4.0168 0.31 0.07 0.00
C 3.4718 3.4429 1.4534 0.22 -1.17 0.57
C 2.8814 4.8005 1.5359 -0.98 1.54 0.00
C 1.3857 4.8192 1.1067 -0.13 -0.75 -0.86
C 0.5969 3.8493 1.9092 -1.43 -0.82 0.78
N -0.0907 3.1228 2.5150 1.55 1.35 -1.18
H 2.8337 2.6918 1.9333 0.11 0.12 0.22
H 4.4620 3.3788 1.9164 -0.15 0.06 -0.15
H 3.5407 3.1035 0.4336 0.22 -0.01 -0.57
H 3.4505 5.4946 0.9181 -0.16 0.04 -0.28
H 2.9363 5.2592 2.5268 0.03 -0.39 0.16
H 1.2536 4.5349 0.0288 0.30 -0.12 0.81
H 0.8509 5.7718 1.1191 0.35 0.11 0.48
C 0.6101 -1.3421 1.2031 -0.65 0.06 -0.97
C 1.5459 -0.2364 0.7086 -0.22 0.19 -1.03
C 1.6744 -0.3370 -0.8492 0.29 0.21 0.10
C 0.3870 -0.1627 -1.5193 -1.29 0.67 -0.36
N -0.6385 0.0851 -2.0018 1.06 -0.49 0.48
H -0.4707 -1.1447 0.9039 1.34 -0.23 0.52
H 0.6817 -1.5726 2.2600 -0.10 0.25 0.17
H 0.9374 -2.2409 0.6647 -0.32 -0.11 0.22
H 2.5549 -0.3274 1.1066 -0.01 -0.10 0.13
H 1.1936 0.7790 0.9238 -0.04 -0.16 0.27
H 2.0675 -1.3029 -1.1669 0.01 -0.09 0.20
H 2.3548 0.4132 -1.2924 -0.25 -0.18 0.35
```
Forces are in eV/Å.

**2S+1**: 1
**HOMO-LUMO gap**: 10.91 eV
**E_tot**: -148383.7304 eV
**Molecular weight**: 804.5 g mol⁻¹
**Lowest unoccupied orbital energy**: 0.18 eV